Here is a structure of composition B2H8InNO3 in a non-equilibrium geometry from the OMol25 dataset. Energies are from wB97M-V/def2-TZVPD.

XYZ file:
```
15
Properties=species:S:1:pos:R:3:forces:R:3
In -0.28011 0.10563 -0.54605 2.0 1.5 -0.3
N -0.86298 -1.58544 1.72560 2.2 1.5 7.2
O -0.36201 -0.82208 2.54847 -2.0 0.5 0.6
O -1.06845 -2.67468 2.05586 -1.3 -5.6 -0.2
O -1.16288 -1.18872 0.62245 -3.8 0.0 -6.0
B 1.21069 0.14093 1.27672 2.6 2.1 -0.7
H 1.47718 -0.36214 2.19331 1.0 -1.4 2.6
H 0.16044 0.37320 1.19149 -4.1 3.0 0.9
H 1.91255 0.92525 1.03908 2.2 3.2 -1.0
H 1.35723 -0.56955 0.47798 1.3 -3.9 -3.9
B -0.51550 1.13145 -2.52899 1.0 0.6 1.0
H 0.54861 0.96299 -2.46959 4.5 -0.8 0.0
H -1.01389 0.21552 -2.25168 -3.2 -4.5 0.2
H -0.67584 1.90495 -1.79399 -1.2 3.4 2.8
H -0.72507 1.44267 -3.54066 -1.2 0.6 -3.2
```
Positions in Å, forces in eV/Å.

frontier orbital gap: 0.277 hartree
E_LUMO: -1.948 eV
energy above the lowest of the compared OMol25 structures with the same formula, charge and spin: 0.0 kcal/mol